Molecular formula: C15H16NOSSeV
Method: DFT, ωB97M-V with the def2-TZVPD basis set

Summary:
total charge	0
E_LUMO (alpha / beta)	0.006 / 0.006	Ha
max |F|	0.690	eV/Å
HOMO level (alpha / beta)	-7.21 / -7.21	eV

XYZ file:
```
36
Properties=species:S:1:pos:R:3:forces:R:3:mulliken_charge:R:1
V -0.279904 1.449762 -1.384827 0.654 0.147 -0.160 -0.247
C 3.871306 1.599334 0.201583 0.019 0.010 0.021 -0.450
C 3.156358 2.255779 1.204246 -0.007 -0.005 -0.003 -0.329
C 1.787117 2.417859 1.081916 0.019 -0.018 -0.014 -0.638
C 1.172825 1.910911 -0.059367 -0.146 0.111 -0.091 0.569
N 1.867904 1.275681 -0.990652 -0.037 -0.085 0.050 -0.042
C 3.187463 1.110788 -0.894883 -0.050 -0.006 -0.022 -0.477
C -1.650834 2.074910 -0.164722 -0.151 0.249 -0.007 1.163
C -2.354136 2.637943 0.899762 0.007 -0.038 -0.048 -0.666
C -3.669680 2.228084 1.019955 -0.029 -0.003 -0.008 -0.340
C -4.242869 1.325348 0.101273 -0.038 0.010 0.015 -0.376
C -3.518882 0.807625 -0.958676 0.078 0.036 0.046 -0.908
C -2.189068 1.229007 -1.054991 -0.384 -0.279 0.345 0.001
H 4.943593 1.478848 0.273247 -0.001 -0.005 -0.008 0.416
H 3.680344 2.641949 2.070183 -0.004 0.002 0.002 0.413
H 1.210249 2.929530 1.840410 -0.001 0.002 -0.001 0.402
H 3.688507 0.596231 -1.706809 0.012 0.002 0.004 0.423
H -1.925404 3.347616 1.597936 -0.001 0.007 -0.002 0.368
H -4.284306 2.607079 1.828289 0.008 0.003 0.003 0.367
H -5.281904 1.044916 0.233911 0.004 -0.011 -0.005 0.380
H -3.982565 0.128667 -1.665627 -0.015 0.004 -0.007 0.409
Se -0.277724 2.756846 -3.093714 0.046 0.091 0.014 -0.573
O -0.147862 -0.613043 -1.363508 0.138 -0.222 -0.182 -0.548
S -0.254894 -1.289227 -0.005789 -0.110 0.074 0.028 0.498
C -0.977036 -2.908142 -0.364825 0.011 -0.066 0.017 -0.715
C -0.089562 -3.931042 0.331262 -0.009 0.003 -0.001 -0.609
C 1.343545 -3.483407 0.046706 0.008 0.015 0.005 -0.689
C 1.391292 -1.985732 0.345218 0.005 -0.054 -0.016 -0.366
H -0.922158 -2.993327 -1.451695 -0.008 0.024 -0.003 0.293
H -2.018664 -2.906209 -0.051945 0.005 0.001 0.017 0.432
H -0.293657 -4.935592 -0.037992 0.001 -0.001 -0.004 0.351
H -0.280362 -3.932686 1.407346 -0.001 -0.001 -0.001 0.285
H 1.583546 -3.660627 -1.002928 -0.013 0.004 -0.004 0.313
H 2.070566 -4.026057 0.649698 0.012 0.000 -0.009 0.369
H 2.083899 -1.417532 -0.273048 0.004 0.020 0.016 0.071
H 1.602952 -1.772079 1.393067 -0.029 -0.022 0.014 0.449
```
Forces are in eV/Å.

Molecular formula: C5H20N4O5
Method: DFT, ωB97M-V with the def2-TZVPD basis set

Summary:
energy above the lowest of the compared OMol25 structures with the same formula, charge and spin	0.0	kJ/mol
total charge	+1
multiplicity	2
E_LUMO (alpha / beta)	-0.123 / -0.355	Ha
max |F|	5.803	eV/Å
HOMO level (alpha / beta)	-12.41 / -12.41	eV

XYZ file:
```
34
Properties=species:S:1:pos:R:3:forces:R:3:mulliken_charge:R:1
C 1.864073 -2.482770 1.017541 -0.797 2.644 -3.466 0.648
O 1.394065 -1.515073 0.352470 0.378 -0.686 0.412 -0.604
N 2.585286 -3.470903 0.538633 1.303 -1.798 -1.445 -0.407
N 1.712999 -2.589333 2.279098 -1.194 0.117 5.062 -0.290
H 2.955237 -4.072923 1.260301 0.366 -0.221 -0.905 0.145
H 2.879209 -3.534751 -0.425540 -0.109 0.026 0.374 0.243
H 1.142891 -1.928922 2.787944 -0.070 -0.040 0.061 0.123
H 1.882815 -3.455302 2.770401 0.004 0.266 -0.096 0.210
C -0.308173 3.887937 -3.358303 1.541 1.534 -3.076 0.720
O 0.238336 4.951790 -3.471225 0.496 0.580 -0.188 -0.449
N -0.810724 3.478949 -2.251107 -2.152 -0.611 5.354 -0.074
N -0.424216 2.880831 -4.211049 0.345 -1.113 -2.698 -0.234
H -0.689944 4.110502 -1.472233 -0.248 0.009 0.722 0.256
H -1.179621 2.546099 -2.133597 -0.064 -0.156 0.551 0.225
H 0.103813 2.952379 -5.069053 -0.138 -0.298 -0.294 0.269
H -0.908192 2.024949 -3.980089 0.300 -0.142 -0.302 0.224
C -0.834204 1.372048 0.742522 -0.143 0.499 0.719 -0.234
O 0.344486 1.144217 1.459023 -0.469 -0.097 0.030 -0.478
H -0.625163 1.608337 -0.300825 0.313 0.593 -0.463 -0.275
H -1.618299 0.622677 0.634205 0.361 -0.827 0.580 0.321
H -1.302389 2.185971 1.296082 -0.157 0.379 -0.566 0.409
H 0.678788 0.252820 1.335492 0.265 -0.725 -0.483 0.290
C -0.745121 -0.868709 -2.150851 0.631 -1.309 -0.912 -0.314
O 0.591641 -0.678930 -2.585638 -0.041 0.594 0.214 -0.525
H -1.168613 0.052727 -1.751207 -0.498 -0.042 -0.163 -0.084
H -1.193060 -1.310295 -3.041046 -0.786 0.776 -0.085 0.323
H -0.862806 -1.696876 -1.452005 0.307 0.314 0.656 0.248
H 1.106550 -0.386127 -1.830166 0.352 -0.353 0.337 0.334
C -1.402476 -0.993113 3.567301 0.169 0.742 0.401 -0.517
O -0.189836 -1.534934 4.083920 -0.233 -0.002 0.145 -0.544
H -2.236040 -1.307154 4.195512 -0.281 -0.402 -0.505 0.326
H -1.327672 0.084384 3.713968 -0.254 0.267 -0.491 0.267
H -1.487764 -1.219048 2.504390 -0.185 -0.212 0.235 0.151
H -0.165877 -1.111452 4.945131 0.689 -0.307 0.284 0.296
```
Forces are in eV/Å.

Molecular formula: C3H4FN
Method: DFT, ωB97M-V with the def2-TZVPD basis set

Summary:
energy above the lowest of the compared OMol25 structures with the same formula, charge and spin	412.2	kJ/mol
total charge	0
E_LUMO (alpha / beta)	-0.032 / -0.030	Ha
max |F|	3.803	eV/Å
HOMO level (alpha / beta)	-10.75 / -9.12	eV

XYZ file:
```
9
Properties=species:S:1:pos:R:3:forces:R:3:mulliken_charge:R:1
C 2.298059 -0.339469 -0.107444 0.396 -0.023 0.677 0.332
C -0.182888 0.110393 0.602373 0.983 -3.269 1.677 -0.817
C 1.106872 0.485870 -0.014747 0.760 -0.913 -1.570 0.159
N 3.304157 -0.932020 -0.066975 -1.545 0.754 -0.247 -0.366
F 1.385413 1.788164 0.089539 0.025 -0.005 -0.165 -0.230
H -0.398739 -1.037176 0.555856 0.875 1.896 -0.183 0.278
H -1.075778 0.513255 0.133156 0.184 0.871 0.650 0.323
H 0.125307 0.237211 1.721370 -1.699 0.399 -1.501 0.276
H 0.800992 -0.157012 -2.290894 0.021 0.289 0.662 0.046
```
Forces are in eV/Å.

Molecular formula: CHBrF2
Method: DFT, ωB97M-V with the def2-TZVPD basis set

Summary:
energy above the lowest of the compared OMol25 structures with the same formula, charge and spin	214.8	kJ/mol
total charge	0
multiplicity	3
E_LUMO (alpha / beta)	0.019 / -0.154	Ha
max |F|	5.903	eV/Å
HOMO level (alpha / beta)	-6.48 / -11.73	eV

XYZ file:
```
5
Properties=species:S:1:pos:R:3:forces:R:3:mulliken_charge:R:1
C 1.172791 0.674638 -0.056410 4.233 3.460 2.226 0.157
F 1.220058 1.392199 1.148968 -0.889 -0.123 -2.371 -0.171
F 1.133094 1.397875 -1.147122 -0.606 0.367 0.879 -0.109
Br 2.806541 -0.392198 -0.001304 -0.370 -0.687 -0.295 -0.016
H 0.120729 -0.471279 -0.168169 -2.368 -3.018 -0.439 0.138
```
Forces are in eV/Å.